# C10H15NO8Ti

A structure of composition C10H15NO8Ti (ωB97M-V/def2-TZVPD, the OMol25 dataset).

Computed properties:
Energy = -51601.27279 eV
Relative energy (zero: lowest compared OMol25 entry of this formula, charge and spin) = 0.0 kJ/mol
E_LUMO (spin up / spin down) = -0.591 / -1.210 eV
2S+1 = 1
Net charge = 0

Cartesian coordinates (Å):
1 Ti -0.121 -0.582 -0.564
2 O -0.297 -0.829 -2.357
3 O 0.527 1.718 2.882
4 O 1.961 -0.091 -0.569
5 O 0.606 -2.171 0.025
6 O 1.306 -2.255 -3.133
7 O 3.939 -1.111 -0.529
8 O -2.025 -0.909 0.293
9 O -0.694 1.424 -1.291
10 N -0.556 0.349 1.375
11 C 0.896 3.077 -0.415
12 C 0.095 -2.063 -2.893
13 C 1.968 -2.415 -0.139
14 C -0.415 1.036 2.577
15 C -2.572 -0.074 2.562
16 C -0.546 2.742 -0.714
17 C -0.917 -2.979 -3.063
18 C -1.735 -0.257 1.329
19 C -1.662 0.795 3.434
20 C 2.635 -1.114 -0.430
21 H 0.960 4.089 -0.013
22 H -2.805 -1.049 2.990
23 H -1.139 2.726 0.199
24 H 4.233 -0.215 -0.759
25 H -3.516 0.398 2.293
26 H -1.355 0.306 4.358
27 H 1.504 3.028 -1.320
28 H -2.097 1.756 3.704
29 H 2.438 -2.864 0.743
30 H -0.999 3.460 -1.398
31 H 1.303 2.391 0.328
32 H -0.677 -3.940 -3.487
33 H -1.932 -2.740 -2.779
34 H 2.176 -3.063 -1.001
35 H -0.489 1.427 -2.236

Löwdin atomic charge list, values in e, 8 entries:
1 Ti 1.277
2 O -0.198
3 O 0.093
4 O 0.034
5 O -0.219
6 O -0.048
7 O 0.200
8 O -0.009